Computed, not measured: C5H10O2 in the gas phase, with ωB97M-V with the def2-TZVPD basis set.

Geometry (Å):
C 0.0022 -1.4980 1.9218
O -0.7719 -1.2744 0.7653
C -0.8613 0.0778 0.3639
C -0.2823 0.2502 -1.0505
C -0.1375 1.7180 -1.4325
C 1.0483 -0.4759 -1.1110
O 2.1198 0.0817 -1.1715
H 0.9245 -0.8985 1.9177
H 0.2761 -2.5563 1.9289
H -0.5603 -1.2702 2.8388
H -0.3105 0.7296 1.0583
H -1.9136 0.3924 0.3805
H -0.9568 -0.2698 -1.7461
H 0.3245 1.8152 -2.4192
H -1.1095 2.2218 -1.4551
H 0.5104 2.2388 -0.7203
H 0.9834 -1.5815 -1.0774

Cartesian forces, eV/Å:
0.1 -0.1 0.2
-0.1 0.0 0.0
0.0 0.2 0.0
0.0 0.0 0.0
0.0 0.1 0.0
0.3 0.1 0.0
-0.4 -0.2 0.0
-0.1 -0.1 0.0
-0.1 0.1 0.0
0.1 0.0 -0.1
0.0 -0.1 -0.1
0.2 0.0 0.0
0.1 0.0 0.1
-0.1 0.0 0.1
0.1 -0.1 0.0
-0.1 -0.1 -0.1
0.1 0.1 0.0

Energy above the lowest of the compared OMol25 structures with the same formula, charge and spin: 183.0 kJ/mol
SMILES: COC[C@@H](C)C=O
Max |F|: 0.009 Eh/bohr
Highest occupied orbital energy: -0.35164 hartree

Computed, not measured: C26H25N3O5S in the gas phase, with ωB97M-V with the def2-TZVPD basis set.

Geometry (Å):
C -4.9427 -4.4133 0.4011
C -4.9009 -2.9906 0.9399
O -3.5633 -2.4921 0.9950
C -3.0589 -1.9830 -0.1328
O -3.6620 -1.9046 -1.1720
C -1.6555 -1.5208 0.0778
C -0.6176 -2.4589 0.2394
C -0.8887 -3.9273 0.1920
N 0.6323 -2.0898 0.4337
C 0.9025 -0.7973 0.4665
S 2.5039 -0.1936 0.7029
C 1.9240 1.4655 0.5707
C 2.7418 2.6374 0.8194
O 2.2346 3.7411 1.0277
N 4.0967 2.5089 0.9112
C 4.9430 1.5343 0.3627
C 4.7096 0.9999 -0.9042
C 5.5711 0.0656 -1.4321
C 6.6984 -0.3484 -0.7201
O 7.4833 -1.2751 -1.3362
C 8.6214 -1.7489 -0.6591
C 6.9491 0.2069 0.5297
C 6.0763 1.1403 1.0604
C 0.5519 1.5348 0.3798
N -0.1106 2.6994 0.2112
C -0.0496 0.2323 0.3053
C -1.3815 -0.1575 0.1126
C -2.4900 0.8121 -0.0090
C -3.0932 1.0531 -1.2349
C -4.1562 1.9326 -1.3412
C -4.6402 2.5821 -0.2102
O -5.6801 3.4582 -0.1970
C -6.3422 3.7363 -1.4074
C -4.0359 2.3389 1.0254
C -2.9744 1.4656 1.1238
H -4.5830 -4.4321 -0.6247
H -4.3195 -5.0661 1.0078
H -5.9649 -4.7800 0.4213
H -5.2623 -2.9463 1.9691
H -5.4975 -2.3272 0.3051
H 0.0528 -4.4661 0.2390
H -1.4146 -4.1864 -0.7255
H -1.5122 -4.2175 1.0360
H 4.5483 3.3257 1.3038
H 3.8517 1.3268 -1.4714
H 5.3977 -0.3586 -2.4079
H 9.0728 -2.4858 -1.3216
H 8.3549 -2.2296 0.2877
H 9.3413 -0.9457 -0.4698
H 7.8171 -0.0779 1.1028
H 6.2774 1.5660 2.0325
H -1.1135 2.7057 0.2852
H 0.4213 3.5227 0.4733
H -2.7321 0.5438 -2.1146
H -4.6022 2.0939 -2.3093
H -7.1290 4.4455 -1.1556
H -5.6672 4.1904 -2.1398
H -6.7913 2.8347 -1.8359
H -4.4237 2.8447 1.8953
H -2.5185 1.2752 2.0850

Cartesian forces, eV/Å:
0.2 0.4 0.1
-0.5 -0.2 -0.2
0.2 0.0 0.2
0.0 0.0 -0.1
0.0 -0.1 0.0
0.3 0.3 0.0
-0.2 0.2 0.0
0.0 0.0 0.0
0.4 -0.3 0.0
-0.2 0.7 0.1
-0.3 -0.1 0.0
-0.3 -0.5 0.0
-0.1 0.1 0.1
0.0 0.2 -0.1
0.3 0.5 0.4
0.4 -0.3 -0.2
0.2 0.1 0.0
0.2 -0.1 0.1
-0.1 0.1 0.0
-0.3 0.1 -0.1
0.2 -0.1 0.1
0.3 -0.2 -0.2
-0.3 0.1 -0.1
0.6 0.4 -0.1
-0.2 0.2 0.1
0.0 -0.7 0.1
0.1 -0.3 0.0
-0.2 0.1 -0.1
0.1 0.0 0.2
-0.3 0.2 -0.1
0.1 0.0 0.1
0.2 -0.2 0.3
-0.1 0.1 -0.2
-0.2 0.1 -0.1
-0.1 -0.1 -0.1
0.0 0.0 -0.1
0.0 -0.1 0.1
-0.1 -0.1 0.0
0.0 0.0 -0.1
0.1 -0.1 0.2
0.0 0.0 0.0
-0.1 -0.1 -0.1
-0.1 -0.1 0.0
-0.2 0.0 -0.1
-0.1 0.0 -0.1
0.0 -0.1 -0.1
0.0 0.0 0.1
0.0 0.0 0.0
0.0 0.0 0.0
0.1 0.0 0.0
0.0 0.0 0.1
0.1 0.0 0.0
-0.1 0.0 0.0
0.0 -0.1 -0.1
-0.1 0.0 -0.1
0.0 -0.1 -0.1
0.0 0.0 0.0
0.0 0.0 0.0
0.0 0.1 0.1
0.0 0.0 0.1

Energy above the lowest of the compared OMol25 structures with the same formula, charge and spin: 201.2 kJ/mol
SMILES: CCOC(=O)c1c(C)nc2sc(C(=O)Nc3ccc(OC)cc3)c(N)c2c1-c1ccc(OC)cc1
Max |F|: 0.015 Eh/bohr
Highest occupied orbital energy: -0.27788 hartree

Computed, not measured: a molecular structure, F4KN2O8S4, with ωB97M-V with the def2-TZVPD basis set.

Geometry (Å):
K 0.2847 -0.0474 -0.7323
N -1.9581 3.0879 -0.6318
S -2.4641 2.2372 0.5718
O -3.1976 2.8893 1.6022
O -1.6059 1.1356 0.9228
F -3.6534 1.4686 -0.2001
S -0.8864 4.0812 0.0838
O 0.1855 3.4573 0.7857
O -1.4650 5.2615 0.6218
F -0.2048 4.5735 -1.2661
N 1.0131 -2.6184 -0.5863
S 0.9189 -3.4971 0.8034
O 1.9532 -3.2519 1.7392
O 0.4286 -4.8189 0.6474
F -0.2923 -2.6654 1.4101
S 2.4619 -2.9351 -1.1692
O 2.4957 -4.0420 -2.0568
O 3.6014 -2.6681 -0.3751
F 2.3844 -1.6478 -2.1704

Cartesian forces, eV/Å:
-0.2 0.3 0.3
1.4 0.9 1.0
-2.9 -2.9 0.1
0.7 0.4 0.3
0.4 0.1 0.0
0.5 0.3 -0.2
0.5 1.6 -1.7
0.0 -0.5 0.1
-0.1 0.0 0.2
-0.1 -0.1 0.0
0.8 -1.6 2.0
-1.4 0.9 0.6
0.6 0.0 0.1
-0.1 -0.2 -0.4
-0.3 0.0 -0.3
0.0 1.1 -2.4
0.0 -0.4 -0.1
0.2 0.2 0.5
0.2 0.0 0.0

Energy above the lowest of the compared OMol25 structures with the same formula, charge and spin: 27.0 kJ/mol
Total charge: -1
Max |F|: 0.080 Eh/bohr
Highest occupied orbital energy: -0.28245 hartree

Computed, not measured: a molecular structure, C2H2BeO2P, with ωB97M-V with the def2-TZVPD basis set.

Geometry (Å):
P -0.7638 -0.2555 1.2328
O -1.2683 0.4840 -0.1214
C 0.5855 0.7422 -1.1441
H 1.4430 1.2646 -0.6797
H 0.4149 1.1474 -2.1463
C 0.6082 -0.6777 -0.9725
O 0.5825 -0.8959 0.3937
Be -0.5870 -1.5514 -1.6341

Cartesian forces, eV/Å:
0.4 1.7 -7.4
-1.5 -1.2 6.4
3.7 -3.4 -2.7
-1.3 0.3 1.0
-0.3 -0.2 0.2
-0.4 4.7 -0.2
0.4 -1.1 3.6
-1.0 -0.9 -1.0

Multiplicity: 2
Max |F|: 0.147 Eh/bohr
Highest occupied orbital energy (alpha / beta): -0.25674 / -0.30316 hartree